Computed, not measured: a single C3H3N3O molecule, with ωB97M-V/def2-TZVPD.

```
10
Properties=species:S:1:pos:R:3:forces:R:3
N 2.465670 0.356788 0.964910 -0.38 0.22 -0.35
C 1.550452 0.728960 0.238092 -0.14 0.06 -0.04
N 0.567323 1.130862 -0.375364 0.39 -0.12 0.33
N -0.055459 0.312552 -1.306361 -0.15 -0.42 0.31
C -1.012730 -0.418719 -0.884969 0.19 0.16 -0.10
C -1.644162 -0.484527 0.487697 0.03 0.46 0.07
O -1.517568 0.348211 1.352174 -0.01 -0.59 -0.49
H 3.390054 0.467213 0.561246 0.11 0.00 0.07
H -1.425076 -1.082335 -1.644476 -0.14 0.14 0.11
H -2.318504 -1.359009 0.607055 0.12 0.12 0.09
```
Forces are in eV/Å.

Its largest force on an atom is 0.77 eV/A. As for the structure (SMILES): N=C=N/N=C\C=O. Its HOMO-LUMO gap is 8.94 eV. The net charge is 0. The value obtained for the molecular weight is 97.1 g/mol. The energy relative to the best compared isomer or geometry (same formula, charge and spin) is 71.7 kcal per mole.